Molecular formula: C28H30F9NO29
Method: DFT, ωB97M-V with the def2-TZVPD basis set

Each line ends with the Mulliken charge.
Element x y z (Å)
O (-3.48, -0.97, 0.51)  -0.424
C (-4.36, -1.77, 0.63)  0.584
O (-5.21, -2.14, -0.34)  -0.296
C (-6.23, -2.97, 0.25)  -0.485
C (-5.60, -3.42, 1.56)  0.324
F (-5.13, -4.69, 1.52)  -0.290
O (-4.56, -2.50, 1.76)  -0.274
H (-7.13, -2.38, 0.41)  0.278
H (-6.40, -3.79, -0.45)  0.312
H (-6.30, -3.35, 2.39)  0.277
O (-1.08, 3.00, 1.57)  -0.341
C (-1.32, 4.12, 1.85)  0.531
O (-0.39, 5.07, 2.08)  -0.259
C (-1.01, 6.24, 2.60)  -0.530
C (-2.45, 6.06, 2.10)  0.218
F (-2.63, 6.65, 0.89)  -0.283
O (-2.57, 4.67, 1.94)  -0.318
H (-0.95, 6.28, 3.68)  0.359
H (-0.58, 7.11, 2.11)  0.299
H (-3.19, 6.41, 2.82)  0.312
O (2.82, 3.51, 4.84)  -0.553
C (2.96, 3.48, 3.66)  0.694
O (1.98, 3.25, 2.77)  -0.258
C (2.46, 3.51, 1.46)  0.070
C (3.98, 3.42, 1.65)  0.705
F (4.61, 4.44, 0.98)  -0.341
O (4.14, 3.68, 3.01)  -0.372
H (2.04, 2.78, 0.79)  -0.095
H (2.20, 4.50, 1.07)  0.192
H (4.43, 2.49, 1.30)  -0.030
O (3.44, 0.34, 3.01)  -0.537
C (3.71, -0.07, 1.95)  0.164
O (2.91, -0.13, 0.86)  0.182
C (3.60, -0.83, -0.17)  -0.018
C (5.05, -0.76, 0.26)  0.230
F (5.74, 0.24, -0.36)  -0.315
O (4.97, -0.51, 1.63)  -0.357
H (3.27, -1.88, -0.17)  0.000
H (3.53, -0.48, -1.20)  0.202
H (5.61, -1.68, 0.09)  0.316
O (-2.04, -6.47, 4.78)  -0.500
C (-1.63, -5.77, 3.92)  0.531
O (-0.45, -5.12, 3.95)  -0.353
C (-0.46, -4.14, 2.92)  0.251
C (-1.50, -4.69, 1.95)  0.883
F (-0.90, -5.50, 0.98)  -0.338
O (-2.30, -5.48, 2.76)  -0.369
H (-0.79, -3.15, 3.23)  0.216
H (0.54, -4.06, 2.51)  -0.148
H (-2.03, -3.93, 1.39)  -0.127
O (-2.13, 5.27, -4.67)  -0.516
C (-2.31, 4.57, -3.74)  0.523
O (-3.50, 4.33, -3.14)  -0.390
C (-3.32, 3.22, -2.24)  -0.163
C (-1.85, 3.40, -1.88)  0.324
F (-1.23, 2.23, -1.55)  0.046
O (-1.31, 3.91, -3.07)  -0.222
H (-4.01, 3.27, -1.41)  0.367
H (-3.46, 2.31, -2.83)  0.086
H (-1.72, 4.11, -1.06)  -0.063
O (4.30, 0.20, -4.85)  -0.534
C (3.36, 0.84, -4.51)  0.607
O (2.18, 0.89, -5.16)  -0.381
C (1.25, 1.70, -4.38)  0.455
C (2.26, 2.55, -3.63)  0.219
F (1.82, 3.01, -2.44)  -0.146
O (3.31, 1.63, -3.40)  -0.292
H (0.63, 2.25, -5.07)  0.350
H (0.73, 1.05, -3.68)  -0.434
H (2.62, 3.41, -4.20)  0.140
O (-1.64, 0.95, -5.02)  -0.523
C (-1.99, 0.06, -4.32)  0.681
O (-3.20, -0.04, -3.72)  -0.385
C (-3.10, -1.12, -2.78)  0.133
C (-2.04, -1.98, -3.40)  0.384
F (-2.59, -2.77, -4.38)  -0.341
O (-1.22, -1.02, -4.01)  -0.306
H (-2.81, -0.72, -1.80)  -0.254
H (-4.10, -1.52, -2.61)  0.316
H (-1.47, -2.62, -2.73)  0.283
O (4.46, -3.83, 3.72)  -0.490
C (4.10, -4.31, 2.71)  0.554
O (4.88, -4.75, 1.72)  -0.357
C (4.07, -5.09, 0.60)  -0.387
C (2.65, -5.14, 1.16)  0.649
F (2.25, -6.42, 1.38)  -0.358
O (2.77, -4.48, 2.39)  -0.280
H (4.18, -4.30, -0.15)  0.180
H (4.35, -6.01, 0.09)  0.349
H (1.91, -4.64, 0.54)  0.128
C (-0.30, 0.05, 0.60)  -0.866
N (0.29, -1.07, -0.14)  1.201
O (0.58, -2.09, 0.46)  -0.532
O (0.41, -0.96, -1.35)  -0.546
H (0.00, 0.00, 1.64)  0.457
H (-1.38, 0.10, 0.47)  0.381
H (0.04, 0.97, 0.14)  0.031

Spin multiplicity: 1
Structure (SMILES): O=C1OC[C@@H](F)O1.O=C1OC[C@@H](F)O1.O=C1OC[C@@H](F)O1.O=C1OC[C@@H](F)O1.O=C1OC[C@@H](F)O1.O=C1OC[C@@H](F)O1.O=C1OC[C@@H](F)O1.O=C1OC[C@@H](F)O1.O=C1OC[C@@H](F)O1.C[N+](=O)[O-]
E, Ha: -4220.5432
Frontier orbital gap, eV: 10.668
Relative energy (zero: lowest compared OMol25 entry of this formula, charge and spin), kJ/mol: 35.2

Molecular formula: C28H30IN5OS2Sn
Method: DFT, ωB97M-V with the def2-TZVPD basis set

Each line ends with the Mulliken charge.
Element x y z (Å)
Sn (0.09, 0.05, 0.65)  0.823
S (4.72, -1.18, -3.06)  -0.056
C (5.85, -1.38, -4.28)  -0.167
C (5.37, -1.06, -5.55)  -0.586
C (4.07, -0.65, -5.52)  -0.438
C (3.51, -0.64, -4.21)  0.486
C (2.23, -0.27, -3.84)  0.976
C (1.81, -0.29, -2.44)  -0.603
N (0.64, 0.05, -2.02)  0.145
C (-0.32, 0.47, -2.95)  -0.596
C (0.01, 0.52, -4.37)  0.819
C (-0.99, 0.95, -5.33)  -1.177
C (-2.21, 1.31, -4.93)  -1.252
C (-2.56, 1.27, -3.52)  0.725
C (-3.80, 1.62, -3.10)  -0.003
C (-4.14, 1.58, -1.71)  0.885
C (-3.08, 1.13, -0.80)  -0.798
N (-1.90, 0.79, -1.18)  -0.053
C (-1.58, 0.84, -2.54)  -0.511
C (-5.37, 1.95, -1.23)  0.553
C (-5.85, 1.94, 0.13)  -0.470
C (-7.13, 2.39, 0.25)  -0.485
C (-7.68, 2.75, -1.00)  -0.169
S (-6.65, 2.54, -2.29)  -0.044
C (1.25, 0.15, -4.78)  -0.204
H (6.84, -1.74, -4.04)  0.480
H (5.98, -1.13, -6.44)  0.469
H (3.52, -0.35, -6.41)  0.420
H (2.53, -0.60, -1.68)  0.284
H (-0.71, 0.99, -6.37)  0.502
H (-2.95, 1.64, -5.64)  0.486
H (-4.53, 1.95, -3.83)  0.483
H (-3.28, 1.09, 0.26)  0.405
H (-5.26, 1.61, 0.97)  0.373
H (-7.68, 2.48, 1.17)  0.458
H (-8.67, 3.14, -1.17)  0.482
H (1.49, 0.20, -5.83)  0.414
N (2.59, 2.19, 3.75)  -0.329
C (1.97, 1.09, 3.39)  0.545
O (1.64, 0.89, 2.19)  -0.537
C (1.65, 0.09, 4.46)  -0.804
I (-0.44, -0.31, 4.45)  0.111
H (2.85, 2.88, 3.06)  0.256
H (2.84, 2.37, 4.71)  0.225
H (1.90, 0.43, 5.46)  0.463
H (2.16, -0.85, 4.25)  0.319
C (1.29, -6.26, 0.44)  -0.986
C (1.36, -5.40, 1.69)  -0.685
N (0.42, -4.26, 1.67)  0.190
C (-0.94, -4.50, 2.21)  -0.989
C (-1.97, -4.83, 1.14)  -0.814
C (0.73, -3.10, 1.14)  1.329
C (2.14, -2.87, 0.66)  -1.325
N (-0.12, -2.08, 1.03)  -0.472
H (2.09, -7.00, 0.47)  0.385
H (1.40, -5.67, -0.47)  0.241
H (0.34, -6.80, 0.38)  0.322
H (2.37, -5.03, 1.84)  0.398
H (1.11, -6.00, 2.57)  0.367
H (-1.23, -3.64, 2.81)  0.458
H (-0.85, -5.34, 2.90)  0.403
H (-2.09, -4.02, 0.42)  0.243
H (-2.93, -5.01, 1.62)  0.398
H (-1.69, -5.73, 0.60)  0.259
H (2.86, -2.99, 1.47)  0.423
H (2.23, -1.85, 0.27)  -0.010
H (2.40, -3.57, -0.13)  0.337
H (-1.05, -2.29, 1.37)  0.220

Net charge: +4
Spin multiplicity: 1
E, Ha: -2740.9854
Frontier orbital gap, eV: 4.091
Relative energy (zero: lowest compared OMol25 entry of this formula, charge and spin), kJ/mol: 1.6

Molecular formula: C28H30MnN7S3Se2
Method: DFT, ωB97M-V with the def2-TZVPD basis set

Each line ends with the Mulliken charge.
Element x y z (Å)
Mn (-0.05, -0.15, -0.03)  0.546
Se (2.96, 1.71, 1.43)  0.038
Se (2.42, 0.02, 2.91)  0.151
C (0.56, 0.44, 3.07)  -0.061
C (0.06, 0.54, 4.36)  -0.952
C (-1.21, 1.06, 4.56)  -0.536
C (-1.92, 1.52, 3.47)  -1.256
C (-1.38, 1.33, 2.21)  -0.300
N (-0.18, 0.76, 1.98)  1.220
C (3.10, 0.60, -0.11)  0.161
C (4.35, 0.58, -0.70)  -0.749
C (4.64, -0.37, -1.66)  -0.446
C (3.69, -1.32, -1.94)  -1.339
C (2.46, -1.22, -1.33)  0.244
N (2.10, -0.23, -0.47)  0.615
H (0.69, 0.26, 5.20)  0.545
H (-1.61, 1.16, 5.57)  0.494
H (-2.88, 1.99, 3.58)  0.594
H (-1.93, 1.64, 1.33)  0.474
H (5.10, 1.28, -0.36)  0.460
H (5.62, -0.40, -2.13)  0.455
H (3.88, -2.15, -2.61)  0.525
H (1.72, -1.99, -1.51)  0.327
C (-0.86, 0.01, -5.15)  -0.865
N (-1.90, 0.08, -4.10)  0.215
C (-3.22, 0.46, -4.32)  -0.924
C (-3.84, 0.43, -3.13)  -0.290
N (-2.89, 0.01, -2.18)  0.567
C (-1.71, -0.19, -2.81)  0.252
S (-0.19, -0.75, -2.24)  -0.315
C (-3.19, -0.23, -0.81)  0.700
C (-4.51, -0.12, -0.41)  -0.987
C (-4.87, -0.50, 0.87)  -0.834
C (-3.89, -1.00, 1.71)  -1.202
C (-2.59, -1.01, 1.26)  -0.209
N (-2.20, -0.60, 0.03)  1.032
H (-1.34, 0.16, -6.11)  0.340
H (-0.39, -0.97, -5.13)  0.356
H (-0.11, 0.78, -4.98)  0.343
H (-3.59, 0.72, -5.29)  0.482
H (-4.86, 0.64, -2.91)  0.519
H (-5.27, 0.22, -1.08)  0.416
H (-5.90, -0.43, 1.19)  0.489
H (-4.11, -1.36, 2.71)  0.533
H (-1.80, -1.35, 1.91)  0.303
C (-0.80, 6.02, -0.78)  -1.155
N (-0.84, 4.57, -1.00)  -0.155
C (-0.32, 3.56, -0.30)  0.821
S (-0.72, 1.99, -0.98)  -0.185
N (0.41, 3.67, 0.79)  0.310
C (0.98, 4.82, 1.52)  -0.846
H (-1.43, 6.47, -1.55)  0.366
H (0.21, 6.41, -0.90)  0.384
H (-1.21, 6.29, 0.18)  0.390
H (-1.34, 4.26, -1.82)  0.243
H (0.70, 2.77, 1.16)  -0.597
H (0.68, 5.76, 1.09)  0.360
H (2.06, 4.76, 1.49)  0.256
H (0.64, 4.79, 2.55)  0.331
S (0.38, -2.15, 1.11)  0.182
C (0.19, -3.70, 0.47)  0.981
C (0.58, -4.75, 1.35)  -0.648
C (0.49, -6.05, 0.95)  -0.745
C (0.01, -6.35, -0.34)  -0.389
C (-0.38, -5.33, -1.22)  -0.852
C (-0.30, -4.02, -0.83)  -0.215
H (0.95, -4.50, 2.34)  0.476
H (0.78, -6.85, 1.61)  0.436
H (-0.05, -7.38, -0.66)  0.433
H (-0.75, -5.59, -2.20)  0.469
H (-0.62, -3.23, -1.50)  0.214

Net charge: +3
Spin multiplicity: 4
E, Ha: -8615.8412
Frontier orbital gap (alpha / beta), eV: 6.817 / 5.946
Relative energy (zero: lowest compared OMol25 entry of this formula, charge and spin), kJ/mol: 172.2

Question: Look up the E of the first one.
Answer: -4220.5432 Ha